1.
Density functional theory data (wB97M-V/def2-TZVPD) for an isolated molecule of C16H23ClN2O3.

The gap between HOMO and LUMO is 0.3571 Ha. As for the SMILES: CCCC(O)(CCC)C(=O)NN(C(=O)CCl)c1ccccc1. The energy above the lowest of the compared OMol25 structures with the same formula, charge and spin is 81.30 kcal per mole. For the lowest unoccupied orbital energy, the calculation gives 0.626 eV. Its HOMO energy is -0.3341 hartree. The calculation puts the molar mass at 326.8 u. The value obtained for the maximum force is 5.62 eV Å⁻¹. The multiplicity is 1. The calculation puts the electronic energy at -1418.8214 Ha.

The geometry in XYZ format:
```
45
Properties=species:S:1:pos:R:3:forces:R:3:nbo_charge:R:1
O 0.36044 0.77615 -3.36057 2.00 -0.14 0.47 -0.5492
O -0.38468 1.42717 -0.14547 -0.67 -0.51 0.74 -0.6199
Cl 2.28958 2.53117 -4.53250 0.26 0.03 0.39 -0.0172
O -1.52358 -1.71876 0.85932 -0.78 0.19 -1.06 -0.7551
C 1.41842 0.71257 -2.74742 -3.81 -0.42 1.18 0.6696
C -0.63101 0.22589 -0.15342 0.24 3.11 -0.48 0.6611
C 5.17805 -0.66907 0.54137 -4.76 0.96 -2.84 -0.1991
C 4.94122 -1.20226 -0.76746 0.08 0.51 0.78 -0.2009
C 4.08372 0.10114 1.07525 1.66 -1.88 -2.04 -0.1827
C 3.72801 -1.08725 -1.50108 0.28 0.91 1.16 -0.2347
C 2.90335 0.19585 0.36988 -0.69 -0.58 0.45 -0.2319
C 2.70333 -0.35673 -0.87862 -0.54 -0.46 -0.44 0.1375
N 0.17237 -0.54395 -0.97675 0.10 -2.58 0.67 -0.4494
N 1.41922 -0.09871 -1.53363 0.55 0.32 -0.67 -0.3238
C 2.58402 1.70687 -2.97891 -0.57 -2.18 -1.32 -0.4744
C -4.80699 -0.19742 -2.07790 0.59 0.55 1.01 -0.5988
C -0.88464 0.75329 4.32068 0.87 -0.15 -1.38 -0.6058
C -3.45531 -0.68391 -1.51864 -1.75 0.51 2.20 -0.4002
C -0.85401 -0.22358 3.06839 0.05 1.32 0.70 -0.3932
C -3.28529 -0.03892 -0.06937 0.61 0.46 -0.63 -0.4258
C -1.97291 0.20988 2.09788 -0.48 1.93 1.12 -0.4293
C -1.91726 -0.31169 0.67178 1.04 -1.54 -0.30 0.2016
H -2.19158 -2.16079 1.39359 -0.09 0.01 -0.05 0.4725
H 6.09651 -0.86417 0.96090 1.78 0.01 1.20 0.2156
H 5.83253 -1.63577 -1.18582 -0.13 -0.54 -0.52 0.2125
H 4.17587 0.66673 1.93197 0.22 0.73 2.05 0.2116
H 3.55487 -1.45309 -2.51123 0.38 -0.16 0.23 0.2294
H 1.98725 0.52765 0.83512 0.17 0.89 0.19 0.2315
H 0.02848 -1.56783 -0.79067 0.75 1.27 -0.80 0.4139
H 2.50278 2.39168 -2.17055 0.49 0.63 0.65 0.2515
H 3.51366 1.12871 -3.08619 -0.13 0.74 0.46 0.2416
H -4.95065 0.87419 -1.89217 0.27 -0.04 -0.51 0.2003
H -5.66139 -0.63892 -1.59421 -0.25 -0.58 0.24 0.1975
H -4.81574 -0.44388 -3.10706 -0.41 0.07 -1.16 0.2119
H -1.68923 0.59025 4.97860 -1.41 -0.15 0.60 0.1993
H -0.84712 1.82686 4.02802 -0.29 -0.78 -0.12 0.2069
H -0.01863 0.62908 4.94265 0.69 -0.34 0.20 0.2072
H -3.55939 -1.77795 -1.42576 0.64 0.34 -0.06 0.2026
H -2.69315 -0.39054 -2.21140 0.75 0.01 -0.09 0.2233
H -0.87309 -1.32343 3.33985 0.04 1.44 -0.28 0.2102
H 0.08840 0.05420 2.60541 0.37 -0.59 -0.27 0.1989
H -3.42826 1.08710 -0.10187 0.70 -1.07 -0.40 0.2315
H -4.16095 -0.26537 0.58223 0.73 -0.65 -0.27 0.2127
H -2.90986 -0.12477 2.60497 0.21 0.12 -0.80 0.2042
H -2.04738 1.36231 2.11075 0.23 -1.71 -0.19 0.2349
```
Positions in Å, forces in eV/Å.

---

2.
Density functional theory data (wB97M-V/def2-TZVPD) for a 2-piece molecular cluster, C22H19Br2NO2S overall.

The gap between HOMO and LUMO is 0.1765 Ha. For the lowest unoccupied orbital energy, the calculation gives -2.993 eV. Its HOMO energy is -0.2865 hartree. The calculation puts the molar mass at 521.3 u. The value obtained for the maximum force is 1.54 eV Å⁻¹. The multiplicity is 1. The calculation puts the electronic energy at -6601.0676 Ha.

The geometry in XYZ format:
```
47
Properties=species:S:1:pos:R:3:forces:R:3:nbo_charge:R:1
Br -6.92977 1.48068 2.11183 0.35 -0.17 0.04 0.1115
C -5.25889 0.61974 2.32316 0.71 -0.54 -0.04 -0.0093
C -5.19958 -0.78015 2.44424 0.08 0.42 0.00 -0.2633
C -3.97296 -1.40833 2.62256 0.49 0.15 -0.12 -0.0950
C -2.75435 -0.67216 2.59543 -0.92 0.83 0.18 -0.0945
C -1.50628 -1.35944 2.65737 -0.17 -0.44 -0.91 0.0697
C -0.29542 -0.75604 2.36737 1.37 0.63 -0.27 -0.3266
C 0.95148 -1.35376 2.54595 -1.45 0.17 -0.22 0.0315
C 2.19632 -0.65135 2.43702 1.17 0.70 -0.24 -0.0621
C 3.42593 -1.36354 2.38264 -0.47 0.22 0.08 -0.1451
C 4.64509 -0.70172 2.29735 -0.01 0.39 0.01 -0.2507
C 4.68084 0.70448 2.26946 -0.73 -0.56 0.00 -0.0307
Br 6.34132 1.60458 2.19298 -0.30 -0.15 0.00 0.1100
C 3.48189 1.43528 2.30120 0.01 -0.24 0.03 -0.2514
C 2.26027 0.77020 2.38732 0.30 -0.44 -0.03 -0.1532
C -2.84516 0.74879 2.48676 -0.30 -0.41 -0.16 -0.1361
C -4.07623 1.38170 2.34341 0.12 -0.30 0.06 -0.2683
H -6.11111 -1.36528 2.38895 0.11 0.08 0.13 0.2437
H -3.90725 -2.48444 2.77276 -0.06 0.14 -0.01 0.2725
H -1.53737 -2.42785 2.93626 -0.09 0.16 0.11 0.3136
H -0.32413 0.25187 1.93785 0.18 -0.25 0.44 0.1957
H 0.98515 -2.41850 2.77352 -0.04 0.07 0.21 0.2426
H 3.39702 -2.45521 2.39950 0.06 0.29 0.05 0.2349
H 5.57726 -1.26018 2.26257 -0.22 0.08 0.00 0.2410
H 3.51394 2.52175 2.26982 -0.02 -0.23 0.03 0.2385
H 1.33810 1.34944 2.43400 0.35 -0.09 0.04 0.2210
H -1.93251 1.34729 2.51058 -0.39 -0.10 -0.01 0.2147
H -4.12512 2.45842 2.23030 -0.03 -0.10 0.09 0.2360
C 3.86776 -6.68134 3.73499 0.27 -0.14 -0.06 -0.6257
C 2.45868 -6.24850 4.01310 -0.23 0.17 0.12 -0.0513
C 1.61199 -5.89750 2.95673 -0.24 0.11 0.11 -0.1889
C 0.30277 -5.48674 3.19891 0.30 0.04 0.24 -0.2159
C -0.16684 -5.39126 4.51201 0.17 0.00 0.01 -0.3152
S -1.85583 -4.79764 4.79566 0.70 0.42 0.15 2.3167
N -1.90608 -3.25995 4.40688 -0.07 -0.95 0.54 -1.2982
O -2.63888 -5.55645 3.84598 -0.13 0.10 0.03 -0.9849
O -2.02192 -5.01565 6.21875 -0.39 -0.06 0.01 -0.9957
C 0.66672 -5.74969 5.57817 -0.07 0.09 -0.41 -0.1972
C 1.96980 -6.17630 5.32052 0.01 0.05 -0.25 -0.2099
H 4.39635 -6.89324 4.66944 -0.01 0.02 -0.18 0.2145
H 3.89101 -7.58755 3.11555 0.01 0.16 0.14 0.2197
H 4.42481 -5.90611 3.19144 -0.09 -0.14 0.13 0.2076
H 1.98033 -5.94492 1.93114 -0.06 -0.07 0.18 0.1954
H -0.35826 -5.23820 2.37178 0.04 -0.05 0.14 0.2239
H -1.67746 -2.71606 5.23832 0.01 -0.19 0.02 0.3642
H 0.30367 -5.70249 6.60045 -0.10 0.05 -0.22 0.2449
H 2.62746 -6.45016 6.14829 -0.20 0.05 -0.19 0.2056
```
Positions in Å, forces in eV/Å.

---

3.
Density functional theory data (wB97M-V/def2-TZVPD) for an isolated molecule of C4H10BN.

The gap between HOMO and LUMO (spin up / spin down) is 0.2945 / 0.3393 Ha. The energy above the lowest of the compared OMol25 structures with the same formula, charge and spin is 95.66 kcal per mole. For the lowest unoccupied orbital energy (spin up / spin down), the calculation gives -0.133 / 0.253 eV. Its HOMO energy (spin up / spin down) is -0.2994 / -0.3300 hartree. The calculation puts the molar mass at 82.9 u. The value obtained for the maximum force is 4.90 eV Å⁻¹. The multiplicity is 1. The calculation puts the electronic energy at -237.8775 Ha.

The geometry in XYZ format:
```
16
Properties=species:S:1:pos:R:3:forces:R:3:nbo_charge:R:1
B -1.65714 -0.71795 0.24744 0.00 0.92 -0.74 0.5098
C -2.40156 0.53956 -0.36102 0.78 1.13 0.28 -0.5889
C 0.70515 1.44447 0.32988 -1.75 0.93 1.42 -0.2600
C 0.93470 -0.00067 0.47793 0.21 -1.39 -0.36 -0.1420
C 1.89649 -0.64710 -0.51974 -0.49 3.89 -2.94 -0.6014
N -0.26518 -0.84255 0.49653 -1.64 -0.44 -0.18 -0.7924
H -2.43002 -1.62184 0.42058 0.57 -0.37 0.12 -0.0581
H -2.90052 0.64485 -1.31607 -0.12 -1.01 -0.26 0.1884
H -2.43498 1.58106 -0.00640 0.40 -0.53 0.62 0.1816
H 0.47650 1.86376 -0.65324 0.39 -0.14 0.24 0.1807
H 0.17091 1.96628 1.21312 1.13 -0.82 -1.55 0.1822
H 1.29050 -0.33117 1.43900 0.87 1.11 0.87 0.1926
H 1.67743 -0.15962 -1.57528 0.19 -1.21 1.78 0.1993
H 1.89655 -1.68187 -0.63738 -0.41 -1.77 0.17 0.2122
H 2.89752 -0.32303 -0.35465 0.93 0.20 0.46 0.2115
H 0.14365 -1.71417 0.79931 -1.06 -0.52 0.09 0.3845
```
Positions in Å, forces in eV/Å.

---

4.
Density functional theory data (wB97M-V/def2-TZVPD) for a 2-piece molecular cluster, C7H11INS overall.

The gap between HOMO and LUMO (spin up / spin down) is 0.2691 / 0.2709 Ha. The energy above the lowest of the compared OMol25 structures with the same formula, charge and spin is 25.53 kcal per mole. For the lowest unoccupied orbital energy (spin up / spin down), the calculation gives -4.251 / -4.095 eV. Its HOMO energy (spin up / spin down) is -0.4253 / -0.4214 hartree. The calculation puts the molar mass at 268.1 u. The value obtained for the maximum force is 2.18 eV Å⁻¹. The multiplicity is 1. The calculation puts the electronic energy at -1023.5901 Ha. As for the total charge: +1.

The geometry in XYZ format:
```
21
Properties=species:S:1:pos:R:3:forces:R:3:nbo_charge:R:1
C -1.93496 1.10632 0.18380 -0.08 0.11 -0.12 -0.0983
C -1.69815 -0.14176 0.55919 0.13 -0.39 0.10 -0.2690
C 2.87409 -0.85963 -0.17889 -1.92 0.04 0.01 -0.4944
C -0.90468 2.04027 -0.35899 0.32 0.05 0.01 -0.4397
C 0.52806 1.49549 -0.14906 -0.34 0.19 -0.13 -0.4811
C -0.30643 -0.74423 0.50958 -0.18 0.58 0.11 -0.1616
C 0.48890 0.05313 -0.45561 2.08 -0.60 0.24 -0.0383
N -0.33649 -2.18622 0.08079 -0.01 0.02 -0.01 -0.7012
S 2.84296 -2.44710 -0.03976 0.51 0.45 -0.02 0.1217
I 4.30847 0.58353 -0.06934 -0.12 -0.20 -0.06 0.3871
H -2.93787 1.50312 0.24273 -0.18 -0.09 0.09 0.2352
H -2.47956 -0.77713 0.94774 -0.26 -0.03 0.12 0.2237
H -1.09297 2.18184 -1.42746 -0.04 0.07 0.03 0.2358
H -0.99972 3.01848 0.11310 -0.05 0.03 -0.04 0.2459
H 1.22624 2.02401 -0.79445 0.08 0.01 0.04 0.2476
H 0.81504 1.65113 0.89122 0.09 0.04 0.05 0.2244
H 0.13932 -0.72017 1.51012 0.07 -0.20 -0.09 0.2386
H 0.44518 -0.24050 -1.49242 -0.04 -0.10 -0.26 0.2047
H -0.80162 -2.26363 -0.83099 0.13 -0.08 0.17 0.4358
H -0.84266 -2.76849 0.75741 0.15 0.09 -0.20 0.4395
H 0.66685 -2.50847 0.00129 -0.35 0.00 -0.03 0.4436
```
Positions in Å, forces in eV/Å.